[1]
Formula: C21H20BrClF4N2O4PPd
Source: OMol25
Level of theory: ωB97M-V with the def2-TZVPD basis set

```
! RIJCOSX wB97M-V def2-TZVPD def2/J DEFGRID3
* xyz 3 1
Pd -0.304 1.046 0.894
F 2.959 3.261 -6.114
C 2.545 2.237 -5.425
C 2.756 0.949 -5.893
F 3.368 0.736 -7.029
C 2.297 -0.114 -5.132
F 2.478 -1.356 -5.574
C 1.644 0.075 -3.914
P 1.117 -1.460 -3.200
C -0.401 -2.042 -3.710
C -1.399 -1.080 -4.021
C -2.628 -1.508 -4.458
C -2.867 -2.876 -4.612
C -1.886 -3.831 -4.321
C -0.658 -3.433 -3.856
C 2.302 -2.415 -2.448
C 1.959 -3.636 -1.799
C 2.960 -4.427 -1.297
C 4.290 -3.998 -1.380
C 4.636 -2.771 -1.957
C 3.655 -1.968 -2.477
C 1.430 1.384 -3.455
Br 0.473 1.844 -1.888
C 1.881 2.447 -4.211
F 1.695 3.685 -3.810
H -1.200 -0.023 -3.900
H -3.405 -0.792 -4.690
H -3.828 -3.206 -4.985
H -2.089 -4.881 -4.482
H 0.121 -4.161 -3.686
H 0.923 -3.915 -1.669
H 2.724 -5.368 -0.819
H 5.072 -4.622 -0.963
H 5.672 -2.464 -1.993
H 3.906 -1.020 -2.935
N -1.693 1.202 2.368
C -1.147 0.991 3.741
C -0.145 2.076 4.092
C 1.148 1.984 3.302
N 0.917 2.337 1.864
H -2.180 2.097 2.328
H -2.381 0.482 2.145
H -0.696 -0.001 3.760
H -1.985 0.998 4.439
H 0.086 2.014 5.155
H -0.597 3.064 3.944
H 1.559 0.974 3.320
H 1.899 2.667 3.699
H 1.803 2.303 1.359
H 0.593 3.302 1.801
O -0.368 -2.771 -0.387
Cl -0.258 -1.621 0.425
O -0.591 -1.844 1.780
O 1.063 -1.007 0.294
O -1.196 -0.549 -0.127
*
```

Output
Calculated total energy = -5124.259144 a.u.
Frontier orbital gap = 6.18 eV

=====

[2]
Formula: C21H20Cl3O6RuS3Si
Source: OMol25
Level of theory: ωB97M-V with the def2-TZVPD basis set

```
! RIJCOSX wB97M-V def2-TZVPD def2/J DEFGRID3
* xyz -2 2
Ru -0.310 -0.152 -1.077
O 2.349 -0.417 2.163
C 1.808 0.313 1.323
O 1.442 -0.062 0.160
C 1.655 1.798 1.692
C 2.302 2.708 0.637
C 2.433 4.144 1.193
C 0.982 4.670 1.018
C 0.282 3.388 0.534
O 1.276 2.850 -0.333
C 0.218 2.410 1.730
C -0.968 1.437 1.752
O -1.571 1.319 2.832
O -1.288 0.822 0.687
H 2.138 1.910 2.663
H 3.193 2.297 0.168
H 3.142 4.725 0.600
H 2.769 4.152 2.232
H 0.933 5.438 0.245
H 0.552 5.068 1.938
H -0.647 3.512 -0.017
H 0.116 2.978 2.655
S -0.109 1.611 -2.560
C -1.238 1.219 -3.830
C -1.269 1.971 -5.013
C -2.179 1.697 -6.015
C -3.088 0.646 -5.862
C -3.066 -0.109 -4.704
C -2.152 0.166 -3.683
S -2.145 -0.764 -2.205
H -0.551 2.776 -5.128
H -2.180 2.291 -6.922
H -3.800 0.418 -6.648
H -3.756 -0.935 -4.573
C -2.241 -1.748 2.339
S -0.573 -1.597 1.695
O -0.720 -1.898 0.221
C 0.077 -3.124 2.362
C 0.440 -3.169 3.701
C 0.965 -4.340 4.222
C 1.149 -5.446 3.400
C 0.816 -5.375 2.054
C 0.280 -4.208 1.525
H -2.687 -2.658 1.939
H -2.746 -0.845 2.001
H -2.196 -1.760 3.428
H 0.340 -2.281 4.314
H 1.257 -4.383 5.265
H 1.575 -6.356 3.805
H 0.990 -6.225 1.406
H 0.048 -4.104 0.472
Cl 0.565 -1.537 -4.580
Si 1.028 -1.300 -2.535
Cl 1.349 -3.337 -2.004
Cl 3.013 -0.607 -2.679
*
```

Output
Calculated total energy = -4223.535322 a.u.
Frontier orbital gap (alpha / beta) = 5.59 / 5.82 eV

=====

[3]
Formula: C21H20ClN3O3S
Source: OMol25
Level of theory: ωB97M-V with the def2-TZVPD basis set

```
! RIJCOSX wB97M-V def2-TZVPD def2/J DEFGRID3
* xyz 0 1
C 0.417 -3.682 -1.279
C 1.104 -2.676 -0.407
C 0.368 -1.861 0.441
C 0.976 -0.926 1.255
C 2.357 -0.784 1.221
C 3.105 -1.595 0.376
C 2.496 -2.545 -0.431
C 3.328 -3.409 -1.327
H 3.177 -4.461 -1.092
H 3.047 -3.259 -2.369
H 4.384 -3.177 -1.216
H 4.180 -1.483 0.352
N 2.978 0.182 2.025
S 2.306 1.711 2.094
O 3.346 2.591 2.526
O 1.095 1.675 2.851
C 1.860 2.019 0.375
C 0.520 2.051 0.046
C 0.133 2.201 -1.282
C 1.113 2.310 -2.265
C 2.455 2.286 -1.938
C 2.829 2.127 -0.609
Cl 4.486 2.033 -0.182
H 3.214 2.368 -2.699
H 0.801 2.402 -3.295
C -1.305 2.113 -1.694
O -1.634 1.652 -2.769
N -2.185 2.608 -0.793
H -1.837 2.856 0.122
C -3.565 2.188 -0.797
C -3.798 1.157 0.284
N -2.792 0.965 1.127
C -2.926 0.070 2.090
C -4.074 -0.686 2.266
C -5.131 -0.482 1.390
C -4.995 0.456 0.381
H -5.793 0.641 -0.322
H -6.046 -1.047 1.492
H -4.141 -1.410 3.062
H -2.071 -0.036 2.745
H -4.220 3.051 -0.637
H -3.779 1.763 -1.782
H -0.190 1.914 0.847
H 3.984 0.219 1.943
H 0.400 -0.306 1.921
H -0.708 -1.956 0.467
H 0.637 -3.496 -2.329
H 0.755 -4.691 -1.043
H -0.660 -3.637 -1.139
*
```

Output
SMILES = Cc1ccc(NS(=O)(=O)c2cc(C(=O)NCc3ccccn3)ccc2Cl)cc1C
Calculated total energy = -2060.640804 a.u.
Frontier orbital gap = 8.71 eV

=====

Which relative energy (zero: lowest compared OMol25 entry of this formula, charge and spin) belongs to each record? In order, 0.000, 0.985, 1.277 eV.